(1)
13
Properties=species:S:1:pos:R:3:forces:R:3 method="wB97M-V/def2-TZVPD" smiles="C#CC1=CC1.C=O" e_above_lowest_kcal_mol=119.4 e_tot_ha=-307.27312 homo_ev=-9.12 max_force_ev_per_a=0.56
C 2.601 0.567 -0.555 -0.4 0.1 0.1
C 1.438 0.736 -0.281 0.4 -0.1 -0.1
C 0.091 0.975 0.047 -0.1 -0.1 0.1
C -0.965 2.037 0.179 -0.1 0.3 0.0
C -1.075 0.571 0.452 0.2 -0.1 -0.1
O -1.535 -2.486 0.408 0.5 -0.1 -0.2
C -0.414 -2.567 -0.030 -0.3 0.0 0.1
H 3.636 0.440 -0.785 -0.2 0.0 0.0
H -1.419 2.457 -0.723 0.1 -0.1 0.1
H -0.907 2.740 1.014 0.0 -0.1 -0.1
H -1.713 -0.250 0.749 0.1 0.2 -0.1
H 0.153 -3.517 0.004 -0.1 0.0 0.0
H 0.109 -1.702 -0.480 -0.1 -0.1 0.1


(2)
13
Properties=species:S:1:pos:R:3:forces:R:3 method="wB97M-V/def2-TZVPD" smiles=Oc1ccccc1 e_above_lowest_kcal_mol=13.5 e_tot_ha=-307.44185 homo_ev=-8.65 max_force_ev_per_a=1.39
C -1.825 -0.037 -0.242 0.3 -0.3 -1.0
C -1.304 -0.353 0.989 0.1 0.5 0.4
C 0.082 -0.372 1.194 0.0 -0.3 0.1
C 0.924 0.084 0.210 -0.7 -0.5 -1.1
O 2.254 -0.253 0.219 0.3 0.7 0.8
C 0.364 0.594 -0.991 0.6 -0.2 0.5
C -0.942 0.299 -1.291 -0.4 0.6 0.7
H -2.878 -0.005 -0.494 0.0 -0.4 0.4
H -1.933 -0.536 1.845 -0.2 -0.3 0.0
H 0.487 -0.814 2.095 0.1 0.1 0.0
H 2.792 0.475 -0.114 0.0 -0.1 -0.1
H 0.984 1.239 -1.605 0.2 -0.7 -0.6
H -1.303 0.347 -2.311 -0.1 0.6 0.1


(3)
13
Properties=species:S:1:pos:R:3:forces:R:3 method="wB97M-V/def2-TZVPD" e_above_lowest_kcal_mol=95.3 e_tot_ha=-307.31149 homo_ev=-9.00 max_force_ev_per_a=1.16
O -0.073 0.095 2.031 0.0 -0.1 0.1
C -0.057 -0.754 0.845 0.0 -0.5 -0.1
C -1.042 0.146 0.099 -0.2 0.0 -0.1
C -0.624 -0.130 -1.328 0.0 0.2 -0.2
C 0.713 -0.106 -1.292 -0.1 0.0 -0.1
C 1.041 0.102 0.167 0.2 -0.1 -0.1
C 0.003 1.009 0.859 0.0 0.4 -0.1
H -0.155 -1.834 0.698 0.3 -0.1 1.1
H -2.077 0.170 0.445 0.2 0.0 -0.2
H -1.281 -0.501 -2.105 0.1 0.4 -0.1
H 1.433 -0.378 -2.054 -0.2 0.1 0.0
H 2.063 0.105 0.550 -0.2 -0.1 -0.1
H 0.056 2.078 1.085 -0.1 -0.1 0.0


(4)
13
Properties=species:S:1:pos:R:3:forces:R:3 method="wB97M-V/def2-TZVPD" e_above_lowest_kcal_mol=99.5 e_tot_ha=-307.30481 homo_ev=-9.37 max_force_ev_per_a=1.55
C 0.136 -2.620 -0.920 0.0 0.5 0.2
C 0.158 -1.480 -0.521 -0.2 -0.3 0.1
C -0.008 -0.107 -0.106 -0.8 0.0 0.6
C 0.782 1.062 -0.727 -0.3 0.1 0.4
C 0.701 0.905 0.762 0.1 0.6 0.8
O -0.492 1.396 1.425 1.0 -0.1 -1.0
C -1.270 0.419 0.746 0.2 -0.8 -1.3
H 0.101 -3.634 -1.264 0.1 0.3 0.1
H 0.343 1.877 -1.305 -0.3 -0.2 0.4
H 1.776 0.790 -1.118 -0.7 -0.2 0.3
H 1.533 0.862 1.442 0.5 -0.2 -0.2
H -1.707 -0.299 1.470 0.5 0.1 -0.6
H -2.053 0.831 0.114 -0.2 0.2 0.1


(5)
14
Properties=species:S:1:pos:R:3:forces:R:3 method="wB97M-V/def2-TZVPD" smiles="O=C1O[C@H]2CC=C[C@H]12" e_above_lowest_kcal_mol=115.7 e_tot_ha=-382.50138 homo_ev=-9.94 max_force_ev_per_a=7.96
C 2.248 0.204 0.157 2.9 0.5 -2.3
C 0.457 -0.739 -0.208 -2.9 2.2 -1.2
C -1.086 -1.132 0.029 0.3 2.3 -2.5
C -1.566 0.386 -0.135 -1.1 3.5 -2.1
C -0.645 1.370 -0.048 1.8 -3.4 2.2
C 0.575 0.656 0.534 2.1 -2.9 -1.2
H 0.520 -0.660 -1.280 -0.5 0.6 -0.7
H -1.630 -1.757 -0.771 1.2 0.6 1.5
H -1.248 -1.391 1.025 -0.6 -1.0 1.6
H -2.412 1.130 -0.581 0.3 -3.6 1.0
H -0.831 2.386 -0.143 -0.2 1.6 -0.2
H 0.493 0.182 1.568 0.2 1.7 -0.7
O 3.421 0.518 -0.281 -7.2 -1.6 3.1
O 1.703 -1.152 0.133 3.7 -0.5 1.4


(6)
14
Properties=species:S:1:pos:R:3:forces:R:3 method="wB97M-V/def2-TZVPD" smiles="C=C=C(O)[C@@H]1OC1=C" e_above_lowest_kcal_mol=125.8 e_tot_ha=-382.48528 homo_ev=-8.02 max_force_ev_per_a=2.90
C -1.282 0.413 -0.047 -0.6 -0.6 -0.8
C 1.039 0.738 0.058 0.8 2.5 -1.3
C -0.663 -0.763 -0.184 -0.3 -0.6 0.0
C -0.313 1.464 0.155 0.9 -0.9 1.8
C 2.325 0.424 0.152 -0.3 -1.0 1.2
C -0.490 -2.058 -0.044 0.3 0.0 -0.1
O 0.661 1.730 -0.839 -0.8 -0.1 -0.1
O -2.608 0.642 -0.253 0.1 0.3 -0.6
H -3.065 -0.211 -0.295 0.2 0.3 0.1
H -0.496 2.250 0.879 0.1 0.3 -0.2
H 2.648 -0.339 0.846 0.1 0.1 0.0
H 3.071 0.931 -0.448 -0.3 -0.1 -0.2
H 0.438 -2.528 -0.348 -0.3 -0.2 -0.8
H -1.267 -2.695 0.366 0.3 0.1 0.9


(7)
14
Properties=species:S:1:pos:R:3:forces:R:3 method="wB97M-V/def2-TZVPD" smiles="CC1=COC=C=C1O" e_above_lowest_kcal_mol=97.4 e_tot_ha=-382.53056 homo_ev="-8.48 / -8.48" max_force_ev_per_a=4.76
C 2.253 0.500 -0.392 -3.5 -3.2 0.3
C 1.556 -0.623 -0.869 1.0 1.7 0.9
C 0.368 1.045 0.830 -1.7 -0.6 0.2
C -0.518 0.211 0.112 2.7 -1.1 0.4
C 0.286 -0.844 -0.378 0.2 -3.5 -2.2
C -1.986 0.315 0.056 0.6 -0.3 0.9
O 1.676 1.110 0.706 -0.1 0.6 0.0
O -0.332 -2.435 -0.549 2.1 3.7 0.7
H 3.140 1.015 -0.613 1.1 0.1 -0.6
H -0.004 1.603 1.691 0.1 0.3 -0.4
H -2.301 0.381 -0.965 -0.3 0.0 -0.5
H -2.139 1.238 0.558 -1.1 0.8 0.4
H -2.474 -0.522 0.566 0.0 0.2 -0.2
H 0.474 -2.994 -0.751 -1.0 1.4 0.2


(8)
14
Properties=species:S:1:pos:R:3:forces:R:3 method="wB97M-V/def2-TZVPD" e_above_lowest_kcal_mol=91.2 e_tot_ha=-382.54041 homo_ev=-8.89 max_force_ev_per_a=5.71
C 0.727 0.430 -0.844 -4.7 -1.3 0.1
C 1.753 1.027 -0.458 5.7 -0.5 0.5
C -0.556 -0.006 -0.839 1.9 0.2 0.2
C 3.381 -0.018 0.154 -4.1 2.2 0.5
C -1.423 0.135 0.375 -0.1 0.9 -0.4
C -2.579 -0.739 0.423 -0.6 -1.9 -2.3
O 3.111 -0.817 0.958 0.5 -1.1 0.0
O -1.391 0.933 1.281 1.8 1.0 0.0
H 2.072 2.039 -0.605 -0.2 0.4 -0.1
H -1.033 -0.587 -1.631 0.5 0.4 0.0
H 4.342 0.457 0.004 0.5 0.1 -0.7
H -2.187 -1.767 0.309 -0.5 0.1 0.5
H -2.988 -0.479 1.368 -1.1 -0.5 0.5
H -3.231 -0.608 -0.496 0.4 0.1 1.2


(9)
14
Properties=species:S:1:pos:R:3:forces:R:3 method="wB97M-V/def2-TZVPD" smiles="O=C1C=COC12CC2" e_above_lowest_kcal_mol=46.8 e_tot_ha=-382.61117 homo_ev=-9.23 max_force_ev_per_a=6.37
C -0.525 0.999 0.025 -1.2 -3.7 -0.7
C -1.896 0.570 -0.041 -2.1 -1.3 1.1
C -1.860 -0.796 -0.008 -0.7 1.4 -0.6
C 0.280 -0.272 -0.005 0.3 2.5 -1.0
C 1.578 -0.314 0.668 0.2 -1.8 6.1
C 1.674 -0.045 -0.690 -1.4 1.5 -4.8
H -2.832 1.204 0.077 1.6 -1.0 -0.2
H -2.787 -1.402 0.164 1.6 -0.1 -0.6
H 1.662 0.378 1.557 0.3 0.0 -1.7
H 1.844 -1.286 1.116 0.0 0.1 -0.8
H 1.752 -0.796 -1.497 0.8 0.1 1.0
H 1.816 1.009 -1.102 -0.2 -1.5 0.9
O -0.109 2.081 -0.040 2.1 4.7 0.3
O -0.597 -1.331 -0.224 -1.3 -0.8 1.0


(10)
16
Properties=species:S:1:pos:R:3:forces:R:3 method="wB97M-V/def2-TZVPD" smiles="C[C@]1(O)C[C@]2(OC2=O)C1=O" e_above_lowest_kcal_mol=80.2 e_tot_ha=-533.08514 homo_ev=-10.03 max_force_ev_per_a=3.01
C -0.277 -2.827 0.332 1.0 0.8 2.2
C -0.281 -1.364 0.172 1.3 0.3 1.5
C -0.872 -0.143 0.946 0.0 -1.3 -1.4
C 0.828 -0.502 -0.403 -1.0 -0.1 -1.3
C 0.207 0.796 0.301 -0.5 -2.7 -1.3
C -0.394 1.840 -0.618 0.1 -0.3 -0.8
O 0.083 -3.801 0.906 -0.4 -0.1 -0.7
O -1.036 -2.355 -0.599 -1.5 -0.4 -1.8
O -1.902 -0.037 1.512 -0.3 0.6 0.6
O 1.168 1.290 1.112 0.4 1.3 1.4
H 1.844 -0.775 0.009 -1.1 0.5 -0.8
H 0.693 -0.519 -1.524 0.8 0.2 1.0
H 0.285 2.174 -1.395 0.6 -0.5 -0.4
H -0.540 2.753 -0.108 -0.8 0.8 1.1
H -1.300 1.541 -1.138 -0.1 -0.1 0.2
H 1.494 1.928 0.493 1.4 1.1 0.3


(11)
14
Properties=species:S:1:pos:R:3:forces:R:3 method="wB97M-V/def2-TZVPD" e_above_lowest_kcal_mol=62.8 e_tot_ha=-705.52617 homo_ev=-8.70 max_force_ev_per_a=6.51
C -1.703 0.902 -1.029 -4.4 4.7 -0.4
C -1.119 -0.218 -0.936 3.7 -3.6 -1.9
C 0.148 -0.373 -0.207 0.7 -1.5 3.8
C 0.209 -0.566 1.307 0.5 1.2 1.4
C 1.497 -0.993 1.588 0.1 1.1 -0.9
C 1.418 -0.751 -0.587 -4.3 0.9 -1.7
H -0.240 3.005 -0.045 -3.0 -1.5 -0.3
H -2.630 0.978 -1.649 0.9 -0.2 0.3
H -1.323 -0.994 -1.759 -0.1 1.0 1.6
H -0.483 -0.187 2.212 1.3 -1.2 -2.7
H 2.189 -1.203 2.449 -1.4 0.4 -0.9
H 1.540 -1.102 -1.579 1.3 0.1 -0.8
O 2.217 -1.005 0.383 1.4 -1.6 2.5
S -1.720 2.506 -0.147 3.3 0.2 -0.1


(12)
22
Properties=species:S:1:pos:R:3:forces:R:3 method="wB97M-V/def2-TZVPD" spin_multiplicity=3 e_tot_ha=-901.21564 homo_ev="-22.31 / -22.28" max_force_ev_per_a=4.95 charge=+3 s2=2.02
O -1.550 -0.563 -1.632 0.8 0.0 0.6
C -2.190 -1.833 -1.896 0.5 -1.8 -0.1
C -1.257 -2.013 -0.768 -0.1 -3.4 -3.2
O -1.670 -0.575 1.259 -0.3 -0.1 3.0
C -0.816 0.196 1.844 1.9 -2.4 -0.5
O -0.369 1.043 0.775 0.3 1.0 1.9
O -0.174 0.091 2.843 -1.0 0.4 -0.1
Li -0.257 -0.086 -3.110 0.9 0.2 -0.4
Au -2.126 0.724 -0.239 -3.8 2.4 -2.0
H -1.868 -2.256 -2.853 -0.5 0.3 -0.1
H -3.262 -1.866 -1.685 0.1 0.0 -0.2
H -0.216 -2.254 -0.994 -0.1 0.5 -0.1
H -1.663 -2.648 0.019 -0.3 1.7 1.6
O 1.468 0.757 -1.561 -0.6 0.7 -0.6
C 1.974 -0.194 -0.740 0.5 -2.5 -0.8
C 1.256 1.950 -0.776 -0.4 0.5 -0.2
O 2.385 -1.255 -1.085 -0.6 1.3 0.2
O 1.784 0.177 0.534 -1.0 0.8 1.5
C 0.993 1.352 0.600 3.5 0.2 -0.2
H 0.424 2.518 -1.198 0.1 0.0 0.1
H 2.153 2.577 -0.806 -0.1 -0.1 0.2
H 1.296 1.913 1.488 0.1 0.3 -0.3